This record from the Open Molecules 2025 dataset describes a cluster of 2 separate species, C2HF6P in total in a non-equilibrium geometry. The level of theory is ωB97M-V with the def2-TZVPD basis set.

Geometry as ORCA input:
```
! RIJCOSX wB97M-V def2-TZVPD def2/J DEFGRID3
* xyz 0 1
C -1.42205 0.65041 0.14524
C 0.65735 -1.11808 0.46594
F -0.70528 1.79047 0.41070
F -1.74690 0.71417 -1.17533
F -2.53378 0.55263 0.85592
F 0.59418 -1.25334 1.78248
F 0.64505 -2.32180 -0.19293
F 1.40005 -0.18172 -1.77263
P 1.96398 -0.04037 -0.25274
H 1.14740 1.20763 -0.26665
*
```

Values from the calculation:
Frontier orbital gap (alpha / beta) ... 0.348 / 0.295 Ha
LUMO level (alpha / beta) ... -0.75 / -1.05 eV
Highest occupied orbital energy (alpha / beta) ... -10.218 / -9.075 eV
Total energy ... -1017.227150 Ha


This record from the Open Molecules 2025 dataset describes a structure of composition C2HFInO in a non-equilibrium geometry. The level of theory is ωB97M-V with the def2-TZVPD basis set.

Geometry as ORCA input:
```
! RIJCOSX wB97M-V def2-TZVPD def2/J DEFGRID3
* xyz 3 1
H 0.21696 1.59853 -0.64505
C 0.25734 0.15008 -0.06129
C -0.10771 0.53023 -1.30893
O -0.06869 -0.44848 0.92537
F 0.48865 0.01537 -2.35050
In 0.40584 -1.76230 2.13752
*
```

Values from the calculation:
Frontier orbital gap (alpha / beta) ... 0.328 / 0.233 Ha
LUMO level (alpha / beta) ... -20.16 / -20.95 eV
Highest occupied orbital energy (alpha / beta) ... -29.088 / -27.298 eV
Total energy ... -440.277345 Ha


This record from the Open Molecules 2025 dataset describes the molecule C2HFN2O in a non-equilibrium geometry. The level of theory is ωB97M-V with the def2-TZVPD basis set.

Geometry as ORCA input:
```
! RIJCOSX wB97M-V def2-TZVPD def2/J DEFGRID3
* xyz 0 1
C 0.68911 -0.27196 0.69803
C -0.59796 0.49916 -0.73903
H -1.30734 1.20030 -1.20499
N 0.24613 -1.31353 0.14549
N -0.62571 -0.81484 -0.85633
O 0.22796 0.92247 0.21652
F 1.36783 -0.22161 1.74032
*
```

Values from the calculation:
Frontier orbital gap ... 0.419 Ha
LUMO level ... 0.76 eV
Highest occupied orbital energy ... -10.633 eV
Total energy ... -361.382428 Ha


Question: Among the records above, which one has the lowest total energy?
Answer: C2HF6P


Question: What is the formula in the third record?
Answer: C2HFN2O


Please write out number 3 again, unchanged.
This record from the Open Molecules 2025 dataset describes the molecule C2HFN2O in a non-equilibrium geometry. The level of theory is ωB97M-V with the def2-TZVPD basis set.

Geometry as ORCA input:
```
! RIJCOSX wB97M-V def2-TZVPD def2/J DEFGRID3
* xyz 0 1
C 0.68911 -0.27196 0.69803
C -0.59796 0.49916 -0.73903
H -1.30734 1.20030 -1.20499
N 0.24613 -1.31353 0.14549
N -0.62571 -0.81484 -0.85633
O 0.22796 0.92247 0.21652
F 1.36783 -0.22161 1.74032
*
```

Values from the calculation:
Frontier orbital gap ... 0.419 Ha
LUMO level ... 0.76 eV
Highest occupied orbital energy ... -10.633 eV
Total energy ... -361.382428 Ha


Question: Which of these has the highest total energy?
Answer: C2HFN2O